(1)
15
Properties=species:S:1:pos:R:3 method="wB97M-V/def2-TZVPD" de_lowest_ev=7.1632 s2=0.755 charge=-1 spin_multiplicity=2 homo_lumo_gap_ev="5.688 / 5.008" lumo_energy_ev="2.651 / 1.972"
O 1.0972 1.6065 0.2306
C 1.1389 0.3367 -0.1470
N 0.2651 -0.3786 -0.7542
C -1.0559 -0.2792 -0.2496
N -2.0030 -1.0014 -0.5802
O -4.0898 0.4978 -0.0589
C 2.5101 -0.3502 0.0119
N 2.9190 -0.8926 1.3018
H -1.1731 0.4901 0.5448
H -5.0385 0.3502 -0.1751
H -2.9532 -0.4802 -0.6953
H 3.1693 0.4507 0.4672
H 2.6443 -1.0646 -0.7896
H 0.8037 0.8332 1.0450
H 2.9977 -0.2945 2.1241

(2)
12
Properties=species:S:1:pos:R:3 method="wB97M-V/def2-TZVPD" de_lowest_ev=1.6691 charge=0 spin_multiplicity=1 smiles="CNC=O.C#N" homo_lumo_gap_ev=10.913 lumo_energy_ev=0.918
C -1.1863 -0.0259 0.5454
N 0.2116 -0.4341 0.5481
C 1.1957 0.4458 0.9230
O 2.1485 0.1579 1.6129
H -1.5889 -0.0411 1.5641
H -1.2823 0.9861 0.1428
H -1.7773 -0.6840 -0.0959
H 0.3918 -1.3695 0.8915
H 1.0768 1.4466 0.4664
C 0.2941 -0.1729 -2.1876
N -0.7929 0.1525 -2.3987
H 1.3093 -0.4613 -2.0120

(3)
46
Properties=species:S:1:pos:R:3 method="wB97M-V/def2-TZVPD" de_lowest_ev=17.4366 charge=0 spin_multiplicity=1 homo_lumo_gap_ev=9.001 lumo_energy_ev=0.496
C 3.5647 3.7072 -4.6723
C 3.6302 3.0099 -3.2916
C 2.7549 2.0597 -2.7562
C 2.8678 1.5954 -1.6225
C 3.8951 1.9079 -0.9906
C 4.9011 3.0015 -1.3375
C 4.7561 3.6598 -2.5990
H 5.6046 4.0503 -2.9546
H 5.8359 3.1352 -0.6913
H 4.0283 1.5745 0.1718
N 2.1770 0.7072 -0.9835
C 1.0577 0.1351 -1.7112
O 0.3503 0.4117 -2.9512
C 0.2656 -0.8617 -0.7050
N 0.5557 -0.7607 0.5332
C 0.4815 -1.7226 1.4083
C -1.0846 -2.3355 1.5397
H -1.4084 -2.5655 0.6319
H -0.9064 -3.4297 2.3312
C -1.7828 -1.2198 2.3628
C -3.1695 -1.8823 2.3551
N -4.0325 -1.1178 1.7233
C -5.3207 -1.7043 1.8160
C -5.7487 -2.5825 2.6421
C -4.6605 -3.5692 3.3865
C -3.5729 -2.9075 3.3683
H -2.8851 -3.2397 3.8152
H -5.0084 -4.2058 4.1736
H -6.8033 -2.9423 2.5579
H -6.1554 -1.1827 1.0708
C -1.6652 -0.1094 1.5272
C -0.2514 0.2945 1.1267
H 0.1822 0.6338 2.2295
H -0.3165 1.2846 0.4603
H -2.2732 -0.1643 0.4561
H -2.1762 0.7304 2.1724
H -1.3808 -1.2963 3.2291
H 0.8722 -1.4091 2.5220
H 1.1377 -2.6184 0.9638
H 0.7953 -1.7201 -1.0286
H -0.9822 -0.7590 -0.9794
H 2.2736 0.6196 -0.0700
H 2.0160 1.9670 -3.5748
H 3.4779 4.8214 -4.8049
H 4.6373 3.3932 -5.3704
H 2.5928 3.1950 -5.2170

(4)
7
Properties=species:S:1:pos:R:3 method="wB97M-V/def2-TZVPD" de_lowest_ev=0.0196 charge=0 spin_multiplicity=1 homo_lumo_gap_ev=9.069 lumo_energy_ev=-0.236
C -1.2274 0.1774 0.3959
C -0.3663 -0.7834 0.7153
C 2.2116 0.5785 -1.1471
O 1.7933 -0.4655 -1.2814
O 0.3739 -1.6388 0.7934
Cl -0.4565 1.7453 -0.1389
H -2.3286 0.3866 0.6630

(5)
63
Properties=species:S:1:pos:R:3 method="wB97M-V/def2-TZVPD" de_lowest_ev=2.9824 s2=0.760 charge=0 spin_multiplicity=2 homo_lumo_gap_ev="6.710 / 6.791" lumo_energy_ev="-0.104 / 0.153"
W -0.4331 0.4939 0.0353
C -2.2705 1.0418 2.3325
C -2.9613 1.8181 1.1975
N -2.2289 1.7380 -0.1048
C -3.0811 1.2670 -1.2205
C -3.3064 -0.2197 -1.0573
N -2.0313 -0.9022 -0.7294
C -2.1732 -1.9820 0.2700
C -2.4395 -1.3568 1.6333
N -1.5709 -0.1677 1.8339
H -1.5131 1.6672 2.7947
H -2.9998 0.7833 3.1032
H -3.9714 1.4388 1.0401
H -3.0547 2.8616 1.4944
H -1.8034 2.6461 -0.3238
H -4.0356 1.8012 -1.2450
H -2.5540 1.4831 -2.1473
H -4.0071 -0.4113 -0.2442
H -3.7498 -0.6321 -1.9610
H -1.5912 -1.2442 -1.5838
H -2.9719 -2.6836 0.0130
H -1.2314 -2.5261 0.2816
H -3.4782 -1.0351 1.7162
H -2.2681 -2.0879 2.4214
H -0.7812 -0.3495 2.4618
C 2.6732 -0.5688 -5.7371
C 2.0708 -0.1115 -4.4321
O 0.9532 0.7624 -4.7376
P -0.2121 0.9686 -3.6636
S -1.5126 2.2317 -4.3246
S 0.7677 1.3465 -1.9157
O -0.8083 -0.5250 -3.4671
C -1.1750 -1.2869 -4.6391
C -2.6713 -1.2930 -4.8584
H 3.5223 -1.2259 -5.5385
H 3.0216 0.2836 -6.3212
H 1.9434 -1.1189 -6.3341
H 2.7843 0.4508 -3.8322
H 1.7246 -0.9511 -3.8272
H -0.7976 -2.2932 -4.4579
H -0.6562 -0.8850 -5.5092
H -3.1843 -1.8842 -4.0977
H -2.8954 -1.7355 -5.8308
H -3.0567 -0.2737 -4.8441
O 2.8230 -1.1657 -1.1984
Cl 1.7461 -1.7790 -0.4948
O 2.1383 -3.0011 0.1262
O 0.5850 -1.9667 -1.3588
O 1.2700 -0.8353 0.5992
C 2.8845 1.8792 4.0900
N 2.1395 2.3488 2.9266
C 2.3719 3.5918 2.3928
C 1.6107 4.1056 1.4245
C 0.5173 3.3075 0.8924
O -0.3306 3.7784 0.1542
N 0.4880 1.9433 1.2662
C 1.1235 1.5408 2.4388
O 0.8270 0.5268 3.0545
H 3.7918 2.4727 4.1713
H 3.1404 0.8323 3.9630
H 2.2977 1.9815 5.0024
H 3.1957 4.1370 2.8344
H 1.7701 5.0986 1.0352

(6)
7
Properties=species:S:1:pos:R:3 method="wB97M-V/def2-TZVPD" de_lowest_ev=0.6158 charge=0 spin_multiplicity=1 homo_lumo_gap_ev=11.253 lumo_energy_ev=0.452
C -0.0330 0.0797 -0.0573
C 0.1732 1.4883 -0.0865
C 0.3775 2.6801 -0.0992
H 0.5326 3.7873 0.2355
Cl 1.3755 -0.9706 0.2393
Cl -1.0011 -0.2905 1.4181
Cl -0.5884 -0.4609 -1.5855

(7)
97
Properties=species:S:1:pos:R:3 method="wB97M-V/def2-TZVPD" de_lowest_ev=1.3843 s2=2.025 charge=-1 spin_multiplicity=3 homo_lumo_gap_ev="5.896 / 6.164" lumo_energy_ev="1.936 / 1.866"
V -0.9808 0.4133 1.0753
C -4.5510 2.7064 -11.5650
O -3.2943 2.2305 -11.1292
C -3.1056 2.1152 -9.7834
C -1.8572 1.6604 -9.3771
C -1.5826 1.5107 -8.0313
C -2.5344 1.8112 -7.0612
C -3.7790 2.2667 -7.4775
C -4.0700 2.4183 -8.8271
N -2.1406 1.6060 -5.7029
N -3.0110 1.9162 -4.8777
C -2.7327 1.7531 -3.5210
C -3.8234 2.0023 -2.7041
C -3.8198 1.8471 -1.3236
C -2.6666 1.4044 -0.6987
O -2.5501 1.1699 0.5661
C -1.4772 1.2347 -1.5048
N -0.3623 0.9509 -0.7757
C 0.7890 0.8247 -1.4034
C 0.8822 0.9670 -2.7903
C -0.2293 1.2447 -3.5391
C -1.4814 1.3967 -2.8996
H -4.5058 2.7391 -12.6498
H -4.7547 3.7106 -11.1837
H -5.3619 2.0401 -11.2598
H -1.1155 1.4240 -10.1295
H -0.6126 1.1513 -7.7071
H -4.5241 2.4984 -6.7292
H -5.0510 2.7671 -9.1172
H -4.7274 2.3253 -3.2067
H -4.7003 2.0514 -0.7304
H 1.6479 0.6035 -0.7835
H 1.8458 0.8447 -3.2666
H -0.1683 1.3467 -4.6074
C 4.7286 -5.3773 -0.0424
C 4.3176 -5.1979 1.4162
C 5.5394 -5.3126 2.3195
C 5.2617 -4.7733 3.7175
C 4.9034 -3.3189 3.6001
C 5.3116 -2.3605 4.5007
C 4.9070 -1.0401 4.3307
F 5.3244 -0.1269 5.2367
C 4.1060 -0.6524 3.2951
C 3.6910 -1.6134 2.3692
C 2.7899 -1.2284 1.2605
O 2.7008 -0.0643 0.8931
C 2.0597 -2.3480 0.6814
C 2.5673 -3.5898 0.8281
N 3.6477 -3.8976 1.6091
C 4.1004 -2.9399 2.5124
C 0.7493 -2.2205 -0.0750
O 0.5517 -2.9903 -1.0164
O -0.0463 -1.3579 0.3977
H 5.1705 -6.3665 -0.1844
H 5.4665 -4.6202 -0.3168
H 3.8783 -5.2821 -0.7176
H 3.6023 -5.9852 1.6764
H 6.3560 -4.7330 1.8779
H 5.8532 -6.3573 2.3494
H 6.1283 -4.9022 4.3660
H 4.4271 -5.3265 4.1620
H 5.9242 -2.6270 5.3543
H 3.7813 0.3748 3.1850
H 2.0984 -4.4137 0.3041
C -0.7622 5.1223 2.5170
C -0.1412 4.7247 1.3414
C -0.0705 3.3750 1.0029
C -0.6104 2.3494 1.8041
C -1.1908 2.8009 2.9993
C -1.2776 4.1430 3.3548
H -0.8366 6.1720 2.7792
H 0.2872 5.4672 0.6746
H 0.4422 3.1295 0.0797
H -1.5699 2.0813 3.7169
H -1.7380 4.4215 4.2982
N -3.7020 0.1166 3.7723
C -3.7433 -0.9471 2.9209
N -4.7182 -1.8874 3.1904
O -2.9782 -1.0750 1.9818
H -4.1004 0.0401 4.6906
H -2.8871 0.7018 3.6760
H -5.5313 -1.6129 3.7124
H -4.8705 -2.5375 2.4389
Cl 0.1762 1.4466 8.6992
C 0.0746 0.9501 7.0191
C 0.8403 1.5942 6.0605
C 0.7618 1.1931 4.7381
C -0.0714 0.1379 4.3233
C -0.1217 -0.3086 2.9283
C -0.8284 -0.4845 5.3298
C -0.7631 -0.0896 6.6593
H 1.4997 2.4011 6.3556
H 1.3490 1.7082 3.9864
H -0.4569 -1.3439 2.8483
H 0.8663 -0.1844 2.4613
H -1.4723 -1.3127 5.0527
H -1.3463 -0.5969 7.4183

(8)
84
Properties=species:S:1:pos:R:3 method="wB97M-V/def2-TZVPD" charge=0 spin_multiplicity=1 homo_lumo_gap_ev=7.676 lumo_energy_ev=0.054
Be -0.3915 0.6821 -0.8473
C -2.5862 0.5975 -3.4451
Si -2.2993 -0.9253 -2.4035
C -3.9962 -1.4841 -1.8352
C -1.5380 -2.1889 -3.5867
N -1.3166 -0.6237 -0.9769
C -1.3083 -1.6192 0.0021
C -1.3414 -2.9990 -0.2771
C -1.3098 -3.9769 0.7051
C -1.2443 -3.6385 2.0476
C -1.2375 -2.2920 2.3774
C -1.2784 -1.3467 1.3763
F -1.3648 -0.0443 1.7935
H -3.2458 0.2600 -4.2527
H -1.6806 0.9889 -3.9075
H -3.0926 1.4084 -2.9177
H -4.6113 -1.7985 -2.6828
H -4.5006 -0.6447 -1.3467
H -3.9567 -2.3109 -1.1230
H -1.5861 -1.8036 -4.6089
H -2.0599 -3.1493 -3.5766
H -0.4869 -2.3769 -3.3561
H -1.3660 -3.3224 -1.3059
H -1.3295 -5.0170 0.4036
H -1.2146 -4.3957 2.8191
H -1.2314 -1.9492 3.4055
O 0.7867 0.5016 0.2889
S 1.1386 1.3841 1.4802
C 2.8314 1.9345 1.1016
C 3.7512 1.3241 2.1547
C 3.1767 -0.0581 2.4491
C 1.6944 0.1826 2.7098
H 2.8539 3.0200 1.0332
H 3.0053 1.5078 0.1114
H 3.7360 1.9308 3.0638
H 4.7799 1.2940 1.7978
H 3.6559 -0.5396 3.3009
H 3.2926 -0.7102 1.5811
H 1.5136 0.6250 3.6918
H 1.0412 -0.6802 2.5782
F 2.0900 -0.0106 -2.1259
C 1.5665 1.1149 -2.6676
C 0.3433 1.5890 -2.2250
C -0.0682 2.7333 -2.8769
F -1.2556 3.3116 -2.5650
C 0.6467 3.3808 -3.8686
F 0.1858 4.4992 -4.4394
C 1.8672 2.8647 -4.2590
F 2.5839 3.4678 -5.2057
C 2.3350 1.7149 -3.6515
F 3.5132 1.2031 -4.0208
C -5.6960 3.0045 1.8131
Si -4.4485 1.9528 2.7288
C -4.7501 2.1097 4.5720
C -4.5732 0.1677 2.1919
C -2.7040 2.5390 2.3574
Te -2.2936 2.5217 0.2571
C -2.3228 4.6536 0.0919
Si -0.7431 5.5468 0.5744
C -1.0190 7.3825 0.3366
C -0.3022 5.2125 2.3652
C 0.6833 4.9917 -0.4992
H -6.6922 2.5635 1.9064
H -5.4620 3.0653 0.7478
H -5.7464 4.0205 2.2129
H -5.7672 1.8107 4.8385
H -4.6107 3.1428 4.9011
H -4.0595 1.4812 5.1400
H -5.5906 -0.2077 2.3299
H -3.8956 -0.4749 2.7597
H -4.3209 0.0564 1.1331
H -1.9772 1.8791 2.8314
H -2.5115 3.5526 2.7092
H -3.1741 4.9664 0.7027
H -2.5768 4.8759 -0.9449
H -1.8383 7.7469 0.9612
H -1.2653 7.6087 -0.7036
H -0.1226 7.9512 0.5983
H -1.1110 5.4845 3.0477
H 0.5714 5.8122 2.6377
H -0.0562 4.1606 2.5345
H 0.6045 5.4078 -1.5068
H 0.7140 3.9033 -0.5972
H 1.6330 5.3300 -0.0747

(9)
9
Properties=species:S:1:pos:R:3 method="wB97M-V/def2-TZVPD" de_lowest_ev=1.9757 charge=0 spin_multiplicity=1 homo_lumo_gap_ev=9.476 lumo_energy_ev=-1.174
C 0.6885 0.4937 -0.2287
C -1.0647 0.0460 0.7577
C -0.6944 -0.9776 -0.2266
H 2.4300 0.7149 -0.8738
H -1.8709 0.0333 1.5925
H -1.1914 -1.9450 -0.3973
N 1.7520 1.2205 -0.3833
N -0.2370 0.9680 0.7641
N 0.1878 -0.5538 -1.0047

(10)
72
Properties=species:S:1:pos:R:3 method="wB97M-V/def2-TZVPD" de_lowest_ev=0.0893 s2=6.018 charge=+2 spin_multiplicity=5 homo_lumo_gap_ev="6.848 / 4.854" lumo_energy_ev="-6.317 / -8.308"
Os -2.0886 1.4211 -1.2353
N -0.6694 2.5688 0.2039
C -1.3674 2.9093 1.4723
C -1.6272 1.6500 2.2873
C -2.1404 0.4850 1.4767
O -1.9269 -0.6631 1.7030
O -2.9143 0.8629 0.3928
H 0.1345 1.9449 0.4137
H -0.2904 3.4015 -0.2401
H -2.2950 3.4243 1.2223
H -0.7503 3.5909 2.0583
H -2.3591 1.8528 3.0734
H -0.7137 1.3157 2.7779
C 0.0158 -2.2408 -1.9105
C -0.4227 -0.8562 -2.2152
O -1.0305 -0.2630 -1.2580
C -0.2100 -0.2372 -3.4873
C 0.3984 -0.9845 -4.5222
C 0.6584 -0.4260 -5.7461
C 0.3320 0.9152 -5.9686
C -0.2595 1.6785 -4.9825
C -0.5533 1.1142 -3.7474
O -1.1367 1.9100 -2.8342
H -0.1566 -2.4651 -0.8628
H 1.0554 -2.4137 -2.1840
H -0.6014 -2.9301 -2.4965
H 0.6530 -2.0194 -4.3451
H 1.1153 -1.0127 -6.5295
H 0.5434 1.3653 -6.9294
H -0.5095 2.7162 -5.1541
C 2.5146 -2.9659 5.9819
C 2.2392 -1.8497 4.9822
C 3.2988 -1.8444 3.8861
N 3.1559 -0.7290 2.9375
C 2.1307 -0.4334 2.1575
S 2.0106 1.1062 1.4678
N 1.1548 -1.3869 1.9470
C 1.2504 -2.7476 1.6184
O 0.2513 -3.4230 1.7127
C 2.5221 -3.2721 1.0565
C 3.3791 -2.4858 0.2903
C 4.5222 -3.0485 -0.2561
C 4.8144 -4.3871 -0.0302
C 3.9524 -5.1753 0.7222
C 2.8004 -4.6235 1.2553
H 1.7506 -2.9910 6.7566
H 3.4809 -2.8310 6.4695
H 2.5201 -3.9405 5.4904
H 2.2430 -0.8790 5.4839
H 1.2478 -1.9829 4.5446
H 3.3180 -2.7915 3.3514
H 4.2863 -1.7233 4.3304
H 3.8565 -0.0035 2.9795
H 0.1962 -1.0565 1.9497
H 3.1549 -1.4422 0.1010
H 5.1875 -2.4430 -0.8568
H 5.7137 -4.8198 -0.4477
H 4.1782 -6.2197 0.8880
H 2.1076 -5.2232 1.8310
N -6.3402 5.8392 -2.0494
C -5.4228 4.8969 -1.8664
C -5.6255 3.8335 -0.9534
C -4.6671 2.8854 -0.7932
N -3.4887 2.8990 -1.4821
C -3.2906 3.9152 -2.3704
C -4.1975 4.9046 -2.5772
H -7.2127 5.8254 -1.5471
H -6.1951 6.5938 -2.6997
H -6.5407 3.7618 -0.3822
H -4.8035 2.0660 -0.1020
H -2.3593 3.8922 -2.9182
H -3.9778 5.6852 -3.2920

(11)
24
Properties=species:S:1:pos:R:3 method="wB97M-V/def2-TZVPD" de_lowest_ev=4.5013 charge=0 spin_multiplicity=1 smiles="CC1=CC=C[C@@H](N)[C@@]2(N)O[C@@]12O" homo_lumo_gap_ev=9.608 lumo_energy_ev=0.857
C 2.8513 0.1348 -0.6302
C 1.4319 0.3035 0.0201
C 0.9323 1.4322 0.4345
C -0.3068 1.6433 1.1622
C -1.5208 1.3016 0.7424
C -1.6890 0.3342 -0.3934
N -1.2995 0.8475 -1.6978
C -0.9607 -0.9901 -0.0301
N -1.5909 -1.9010 0.8464
O -0.1604 -1.4924 -1.0816
C 0.5878 -0.9683 0.0534
O 1.2384 -1.9537 0.7692
H 2.5895 -0.4871 -1.4578
H 3.4805 -0.1102 0.1959
H 3.2572 1.1067 -1.0021
H 1.5131 2.2871 0.6787
H -0.2830 2.0494 2.1466
H -2.4515 1.3000 1.4420
H -2.7135 0.2013 -0.4835
H -0.4273 1.4099 -1.6604
H -1.2909 0.0845 -2.2980
H -2.3034 -2.4370 0.3933
H -2.0595 -1.3055 1.4766
H 1.1753 -2.7907 0.3736